C24H24BrCoN5O2 as an isolated structure in a non-equilibrium geometry. Source: the OMol25 dataset; level of theory: ωB97M-V/def2-TZVPD.

```
! RIJCOSX wB97M-V def2-TZVPD def2/J DEFGRID3
* xyz 1 1
Co -0.1111 -0.0955 0.1768
Br 0.2285 3.4620 0.8468
C -0.3198 2.2359 2.1673
C -0.5414 2.7216 3.4438
C -1.0595 1.8654 4.4009
C -1.3762 0.5666 4.0451
C -1.1118 0.1613 2.7569
N -0.5556 0.9625 1.8312
C -1.4499 -1.2173 2.2693
O -2.0196 -2.0137 2.9644
O -1.0473 -1.4124 1.0396
H -0.3216 3.7542 3.6694
H -1.2370 2.2228 5.4065
H -1.8269 -0.1419 4.7255
C 0.1848 -2.0762 -5.1646
C 0.9622 -1.2203 -4.1614
C 1.6459 -2.0315 -3.0757
C 2.7433 -2.7944 -3.4642
C 3.5054 -3.4854 -2.5446
C 3.1987 -3.3819 -1.1992
C 2.1217 -2.6253 -0.7574
C 1.8695 -2.6044 0.7309
C 1.0503 -3.8080 1.1934
C 1.3126 -1.9881 -1.7108
N 0.1689 -1.2123 -1.3248
C -0.9496 -1.2831 -1.9864
C -1.9147 -0.3017 -1.7073
C -3.2149 -0.0397 -2.1051
C -3.6102 1.1076 -1.3939
C -2.5424 1.4862 -0.5931
N -1.4965 0.6554 -0.8058
H -0.1768 -1.4638 -5.9904
H -0.6775 -2.5619 -4.7044
H 0.8183 -2.8600 -5.5792
H 0.3014 -0.4630 -3.7399
H 1.7446 -0.6838 -4.7033
H 3.0163 -2.8162 -4.5129
H 4.3490 -4.0792 -2.8702
H 3.8052 -3.8996 -0.4652
H 1.3553 -1.6884 1.0283
H 2.8346 -2.5924 1.2414
H 0.0629 -3.8039 0.7355
H 0.9145 -3.7990 2.2755
H 1.5590 -4.7326 0.9184
H -1.1255 -2.0684 -2.7149
H -3.7917 -0.6089 -2.8167
H -4.5592 1.6144 -1.4482
H -2.4770 2.3274 0.0790
N 3.2596 1.9279 -0.9229
C 3.6282 1.6706 0.3777
C 2.6159 0.9442 0.9111
N 1.6469 0.7603 -0.0534
C 2.0653 1.3624 -1.1451
H 3.7944 2.4512 -1.5963
H 4.5560 2.0154 0.7970
H 2.5225 0.5397 1.9045
H 1.5352 1.4040 -2.0823
*
```

Output
- Calculated total energy: -5309.83176 hartree
- Orbital gap (alpha / beta): 6.8 / 6.4 eV

=====

C26H24Cl5NOP2Y as an isolated structure in a non-equilibrium geometry. Source: the OMol25 dataset; level of theory: ωB97M-V/def2-TZVPD.

```
! RIJCOSX wB97M-V def2-TZVPD def2/J DEFGRID3
* xyz 1 1
C -1.8524 2.7863 -3.8018
C -1.5596 1.4844 -3.3929
C -0.1977 1.0278 -3.5382
C 0.7987 2.0343 -3.3743
C 0.4935 3.3700 -3.6510
C -0.8192 3.7219 -3.9649
C 1.9948 1.5839 -2.6196
C 2.4428 0.2543 -3.1048
C 1.3882 -0.6828 -3.2964
C 1.6837 -2.0388 -2.9131
C 3.0062 -2.4691 -3.0009
C 4.0470 -1.5393 -3.1206
C 3.7714 -0.1747 -3.0955
H -2.8915 3.0829 -3.9416
H 1.2888 4.1149 -3.6290
H -1.0531 4.7324 -4.2966
H 2.7836 2.3257 -2.5948
H 3.2366 -3.5349 -2.9087
H 5.0764 -1.8850 -3.1932
H 4.5717 0.5657 -3.0564
N 0.1146 -0.2941 -3.5916
Y 0.6664 0.7589 0.4158
C -2.5071 0.6365 -2.5951
H -2.4304 -0.4159 -2.9045
H -3.5407 1.0010 -2.6719
C 0.6016 -2.8056 -2.2093
H -0.3450 -2.7438 -2.7683
H 0.8914 -3.8546 -2.0451
P -1.9988 0.6947 -0.7578
P 0.2744 -2.0010 -0.5242
C 1.5230 -2.9108 0.4694
H 1.3686 -2.7006 1.5381
H 1.3950 -3.9884 0.2814
H 2.5374 -2.5995 0.1846
C -1.2049 -3.0009 -0.1437
H -0.9036 -4.0517 -0.0346
H -1.6615 -2.6456 0.7867
H -1.9282 -2.9148 -0.9664
C -2.6453 2.3560 -0.3266
H -3.5998 2.5230 -0.8482
H -2.8091 2.4077 0.7588
H -1.9282 3.1384 -0.6082
C -3.3747 -0.3242 -0.1376
H -3.2506 -0.4722 0.9395
H -4.3216 0.1955 -0.3357
H -3.3880 -1.3019 -0.6316
C -0.7433 -0.3621 1.9619
O -1.3686 -0.8459 2.8115
H 1.5847 1.3949 -1.3988
Cl 3.2936 0.4133 1.4110
C 3.2527 2.1858 1.1375
C 2.0413 2.6936 0.6959
C 1.9243 4.0401 0.3989
Cl 0.4212 4.5868 -0.2771
C 3.0169 4.9141 0.5856
Cl 2.8539 6.5725 0.2159
C 4.2589 4.3911 1.0361
Cl 5.6017 5.4172 1.2418
C 4.3828 3.0008 1.3008
Cl 5.8800 2.3029 1.7512
*
```

Output
- Calculated total energy: -4156.86046 hartree
- Orbital gap (alpha / beta): 6.6 / 4.4 eV
- ΔE to the lowest compared entry with this formula, charge and spin: 4.3376 eV

=====

C6H20LiN4O6 as an isolated structure in a non-equilibrium geometry. Source: the OMol25 dataset; level of theory: ωB97M-V/def2-TZVPD.

```
! RIJCOSX wB97M-V def2-TZVPD def2/J DEFGRID3
* xyz 1 1
Li 0.1603 0.3011 -0.0513
C 1.6182 -2.5769 3.3638
C 0.8939 -3.9330 3.4699
O 0.2585 -4.0140 4.7264
O 0.6652 -1.5755 3.1994
H 2.2451 -2.6835 2.4785
H 2.2819 -2.3020 4.1836
H 1.5772 -4.7820 3.4873
H 0.1304 -4.0805 2.7060
H 0.8651 -4.3285 5.4008
H 0.4299 -1.4927 4.1264
C -3.7272 3.9484 -0.0989
C -5.2481 4.2808 -0.4725
O -5.4192 4.5374 -1.7927
O -3.2202 2.7520 -0.6750
H -3.5905 3.8996 0.9814
H -3.1343 4.7990 -0.4353
H -5.4701 5.1659 0.1236
H -6.0550 3.6197 -0.1563
H -5.0103 3.8575 -2.3333
H -3.4588 2.6740 -1.6016
C 4.1208 3.4971 -0.7928
O 3.0901 2.8524 -0.7100
N 4.4615 4.4261 -0.0105
N 4.9614 3.4033 -1.8280
H 5.3750 4.8415 -0.1247
H 3.9097 4.6382 0.8084
H 4.7736 2.8330 -2.6402
H 5.8189 3.9370 -1.8313
C -0.4342 -4.2599 -2.7105
O -0.5320 -3.1297 -2.2439
N -1.2264 -5.2958 -2.5994
N 0.4155 -4.6426 -3.5708
H -2.0910 -5.0837 -2.1224
H -0.9775 -6.2669 -2.7224
H 1.3336 -4.2317 -3.6626
H 0.2088 -5.5852 -3.8689
*
```

Output
- Calculated total energy: -918.35694 hartree
- Orbital gap: 8.0 eV
- ΔE to the lowest compared entry with this formula, charge and spin: 5.8961 eV

=====

C40H55CaN7O4 as an isolated structure in a non-equilibrium geometry. Source: the OMol25 dataset; level of theory: ωB97M-V/def2-TZVPD.

```
! RIJCOSX wB97M-V def2-TZVPD def2/J DEFGRID3
* xyz 0 1
Ca 0.8705 0.6944 1.0620
C 6.3565 3.3423 -1.3084
C 5.5730 4.0302 -0.1863
C 4.1584 3.5562 -0.1221
C 3.0388 4.1961 -0.5761
C 2.9545 5.5514 -1.2048
C 3.5140 5.5736 -2.6283
C 1.9139 3.3617 -0.1987
C 0.5738 3.7647 -0.2746
C -0.4298 3.4103 0.6195
C -1.5904 4.2422 0.8990
C -1.9938 5.4435 0.1066
C -1.1561 6.6652 0.5038
C -2.1149 3.7876 2.0709
C -1.3338 2.6179 2.4479
C -1.4735 1.8878 3.6188
C -0.7556 0.7271 3.9423
N -0.2147 -0.0960 3.0265
C 0.6361 -0.9423 3.6869
C 1.5072 -1.5983 2.8072
C 2.8703 -1.2363 2.6413
N 2.9673 -0.3323 1.6397
C 4.2023 0.2108 1.7250
C 4.5575 1.3973 1.0859
C 3.7125 2.3109 0.4696
N 2.3533 2.2423 0.4113
C 4.9818 -0.5054 2.7138
C 4.1174 -1.3991 3.3130
C 4.3817 -2.4631 4.3371
C 4.8966 -1.9269 5.6757
C 6.4217 -0.2673 3.0356
C 7.3421 -1.3548 2.4764
C 0.5473 -0.7128 5.1011
C -0.3594 0.3065 5.2691
C -0.7249 1.0013 6.5384
C 0.1598 2.2337 6.7529
C 1.2142 -1.5231 6.1645
C 0.2859 -2.6327 6.6676
N -0.3376 2.4346 1.5460
C -3.2081 4.4195 2.8673
C -2.6248 5.2715 3.9972
H 7.3493 3.7815 -1.3930
H 5.8386 3.4670 -2.2583
H 6.4592 2.2754 -1.1157
H 5.5874 5.1110 -0.3513
H 6.0619 3.8340 0.7720
H 3.4959 6.2754 -0.5878
H 1.9146 5.8807 -1.2349
H 4.5665 5.3043 -2.6428
H 3.4111 6.5675 -3.0604
H 2.9705 4.8697 -3.2556
H 0.3465 4.5798 -0.9513
H -3.0514 5.6624 0.2804
H -1.8695 5.2479 -0.9638
H -1.3609 6.9333 1.5387
H -1.3905 7.5147 -0.1377
H -0.0937 6.4405 0.4202
H -2.1035 2.3005 4.3951
H 1.0667 -1.6244 1.8065
H 5.5974 1.6834 1.1619
H 5.1071 -3.1803 3.9384
H 3.4504 -3.0138 4.4994
H 5.9416 -1.6354 5.6051
H 4.8176 -2.6925 6.4463
H 4.3157 -1.0609 5.9874
H 6.5472 -0.2182 4.1188
H 6.7311 0.6972 2.6313
H 7.0934 -2.3215 2.9069
H 8.3804 -1.1259 2.7130
H 7.2398 -1.4225 1.3957
H -0.6113 0.3173 7.3824
H -1.7719 1.3102 6.4983
H 1.2018 1.9402 6.8614
H -0.1467 2.7684 7.6492
H 0.0908 2.9094 5.9026
H 1.4934 -0.8787 7.0018
H 2.1206 -1.9726 5.7639
H -0.6350 -2.2082 7.0622
H 0.7675 -3.2058 7.4581
H 0.0258 -3.3063 5.8529
H -3.8588 3.6514 3.2883
H -3.8132 5.0578 2.2178
H -2.0005 4.6645 4.6475
H -3.4206 5.7241 4.5840
H -2.0054 6.0666 3.5909
C -3.2899 0.0791 -3.1765
O -3.0446 0.3170 -1.8016
C -1.8065 0.5082 -1.3038
O -1.6681 0.5016 -0.1055
N -0.8043 0.7275 -2.1881
N 0.4977 0.8649 -1.7095
H -4.3659 -0.0722 -3.2444
H -2.7800 -0.8289 -3.5143
H -3.0198 0.9351 -3.8011
H -0.9380 0.4985 -3.1701
H 0.9483 1.6938 -2.0874
H 1.0595 0.0290 -1.8582
N -2.9406 -2.1014 0.9144
C -1.4892 -2.2101 1.0618
C -0.8830 -2.0228 -0.3127
O -1.7509 -2.2449 -1.2997
O 0.2604 -1.7132 -0.5351
H -3.4135 -2.4595 1.7364
H -2.6221 -2.3930 -0.8481
H -3.1650 -1.1105 0.8451
H -1.2316 -3.2182 1.4006
H -1.0549 -1.4681 1.7442
*
```

Output
- Calculated total energy: -2919.16835 hartree
- Orbital gap (alpha / beta): 5.7 / 5.3 eV
- ΔE to the lowest compared entry with this formula, charge and spin: 3.3114 eV

=====

C21H29N3O4S in the gas phase. Source: the OMol25 dataset; level of theory: ωB97M-V/def2-TZVPD.

```
! RIJCOSX wB97M-V def2-TZVPD def2/J DEFGRID3
* xyz 0 1
C -2.4627 -3.4186 5.2058
C -1.9161 -2.4684 4.1466
C -2.1215 -2.9790 2.7274
O -3.5117 -3.1041 2.4162
C -1.5468 -2.0265 1.6799
C -1.7902 -2.5334 0.2553
C -0.0477 -1.8840 1.8873
O 0.6474 -2.8348 2.2172
N 0.5077 -0.6650 1.6726
C 1.9670 -0.5208 1.7111
C 2.2053 0.8786 1.1494
C 1.0043 1.0947 0.2149
N 1.0830 0.2087 -0.9516
C 2.1569 -0.0781 -1.7238
O 3.3022 0.2914 -1.5406
C 1.7713 -0.9053 -2.9543
N 1.0790 -0.0625 -3.9138
C 1.8409 0.7804 -4.8085
S 0.6206 1.5690 -5.9067
C -0.7445 1.2039 -4.7786
C -0.2493 0.1718 -3.7899
O -0.9628 -0.3650 -2.9569
C 0.8004 2.5463 -0.2020
C 0.1760 3.4668 0.6366
C -0.0020 4.7857 0.2436
C 0.4421 5.2133 -0.9978
C 1.0740 4.3094 -1.8380
C 1.2491 2.9914 -1.4430
C -0.1261 0.5008 1.0723
H -2.2413 -3.0548 6.2093
H -3.5482 -3.5248 5.1428
H -2.0158 -4.4103 5.1066
H -2.3984 -1.4894 4.2353
H -0.8459 -2.3282 4.3096
H -1.6248 -3.9497 2.6190
H -3.9013 -3.7387 3.0239
H -2.0486 -1.0655 1.8179
H -1.3814 -1.8542 -0.4967
H -1.3110 -3.5051 0.1239
H -2.8561 -2.6438 0.0712
H 2.3412 -0.6378 2.7282
H 2.4257 -1.2997 1.1001
H 2.1457 1.6324 1.9371
H 3.1582 0.9768 0.6414
H 0.1953 -0.1141 -1.3198
H 2.6833 -1.2911 -3.4047
H 1.1105 -1.7300 -2.6875
H 2.4204 1.5220 -4.2535
H 2.5236 0.1787 -5.4082
H -1.0656 2.0814 -4.2167
H -1.5982 0.8032 -5.3199
H -0.1750 3.1718 1.6162
H -0.4944 5.4797 0.9125
H 0.3006 6.2408 -1.3056
H 1.4365 4.6293 -2.8070
H 1.7584 2.3086 -2.1080
H -0.9918 0.2353 0.4666
H -0.4478 1.2103 1.8354
*
```

Output
- SMILES: CC[C@@H](O)[C@H](C)C(=O)N1CC[C@](NC(=O)CN2CSCC2=O)(c2ccccc2)C1
- Calculated total energy: -1681.10610 hartree
- Orbital gap: 9.8 eV
- ΔE to the lowest compared entry with this formula, charge and spin: 0.1637 eV

=====

C31H52BrN3OP2Re as an isolated structure in a non-equilibrium geometry. Source: the OMol25 dataset; level of theory: ωB97M-V/def2-TZVPD.

```
! RIJCOSX wB97M-V def2-TZVPD def2/J DEFGRID3
* xyz 4 4
N -4.9764 1.3756 -4.6514
C -4.9603 1.7988 -3.3942
C -3.7737 1.7749 -2.6575
C -2.5899 1.3218 -3.2751
C -2.6028 0.9885 -4.6393
C -3.8690 1.0106 -5.2878
C -1.3563 1.3281 -2.3980
Re 0.2600 0.1543 -2.1698
P 2.3274 -0.4507 -1.5679
C -0.0907 1.9483 -2.8512
C 0.8131 2.3776 -1.7719
C 1.7452 3.4666 -1.8167
C 2.5842 3.7901 -0.7348
C 2.3957 3.2109 0.5841
C 1.4769 2.1051 0.6477
C 0.5927 1.7585 -0.4905
Br 3.3654 3.7363 2.0120
H -1.6979 1.4715 -1.3585
H -0.1146 2.4318 -3.8231
H -3.7749 2.1451 -1.6355
H -1.7038 0.7485 -5.2206
H -5.8878 2.1218 -2.9091
H -3.9460 0.7372 -6.3503
H 1.6749 4.1197 -2.6994
H -0.4234 1.8006 -0.0819
H 3.3693 4.5333 -0.8538
H 1.2431 1.6532 1.6285
P -1.0370 -1.4294 -1.1574
C 3.7285 0.7728 -1.3360
C 5.1263 0.1702 -1.2977
H 3.5172 1.3575 -0.4309
H 3.6308 1.4669 -2.1899
H 5.8047 0.8544 -0.7796
H 5.2047 -0.7961 -0.7906
H 5.5225 0.0711 -2.3096
C 2.9843 -1.2960 -3.1169
C 4.0208 -2.3851 -2.9791
H 3.3503 -0.4815 -3.7475
H 2.0985 -1.6663 -3.6403
H 4.3423 -2.6603 -3.9852
H 4.9218 -2.0902 -2.4446
H 3.5939 -3.2852 -2.5433
C 2.6651 -1.7131 -0.1715
C 3.5989 -1.3425 0.9776
H 3.0171 -2.6214 -0.6813
H 1.6907 -1.9716 0.2669
H 4.4088 -2.0778 1.0613
H 4.0586 -0.3571 0.8964
H 3.0619 -1.3633 1.9340
C -0.8147 -1.7217 0.6261
C -1.2908 -3.1059 1.0561
H -1.3208 -0.9091 1.1758
H 0.2521 -1.6036 0.8639
H -2.3744 -3.2238 0.9152
H -0.7606 -3.9147 0.5290
H -1.0747 -3.2303 2.1242
C -0.2075 -2.6932 -2.2473
C -0.2817 -2.2088 -3.6977
H -0.7942 -3.6116 -2.1111
H 0.8375 -2.8596 -1.9210
H -1.2199 -2.5146 -4.1807
H -0.2330 -1.0839 -3.8099
H 0.5381 -2.6134 -4.2974
C -2.8088 -1.8213 -1.4864
C -3.9121 -0.9825 -0.8033
H -2.9256 -2.8691 -1.1464
H -2.9434 -1.7884 -2.5842
H -4.7889 -0.9318 -1.4718
H -4.2876 -1.4448 0.1269
H -3.6268 0.0440 -0.5250
C 0.2443 2.6538 4.2064
N -0.5608 1.6968 4.9089
C -0.2441 1.4469 6.2962
C -1.4280 0.7825 6.9735
C -1.8574 -0.4418 6.2096
N -2.0071 -0.1390 4.8117
C -2.7546 -1.0764 4.0148
C -1.2673 0.8003 4.1307
O -1.2613 0.8309 2.8865
H 1.1469 2.2146 3.7696
H 0.5749 3.4271 4.9009
H -0.3583 3.0803 3.4030
H 0.6433 0.7903 6.4162
H -0.0010 2.4071 6.7752
H -2.2509 1.5037 7.0410
H -1.1565 0.4981 7.9952
H -2.8220 -0.8024 6.5751
H -1.1129 -1.2424 6.3443
H -2.0962 -1.8101 3.5153
H -3.4558 -1.5973 4.6820
H -3.3284 -0.5485 3.2404
*
```

Output
- <S²>: 3.87
- Calculated total energy: -4785.21376 hartree
- Orbital gap (alpha / beta): 4.2 / 4.2 eV
- ΔE to the lowest compared entry with this formula, charge and spin: 0.0000 eV